19 unconnected molecules or ions with the total composition C94H125F9O20 at a distorted geometry. Source: OMol25; level of theory: ωB97M-V/def2-TZVPD.

CARTESIAN COORDINATES (ANGSTROEM)
F: -3.183 1.086 -8.511
C: -1.929 0.611 -8.748
C: -1.739 -0.615 -9.379
C: -0.428 -1.028 -9.712
C: 0.612 -0.204 -9.497
C: 0.426 0.986 -8.825
C: -0.815 1.442 -8.435
H: -2.609 -1.285 -9.625
H: -0.302 -2.015 -10.200
H: 1.617 -0.498 -9.834
H: 1.290 1.628 -8.641
H: -0.860 2.463 -7.992
F: -5.743 2.833 -1.204
C: -4.948 2.166 -2.091
C: -5.287 2.291 -3.427
C: -4.500 1.652 -4.352
C: -3.430 0.946 -3.940
C: -3.190 0.747 -2.584
C: -3.944 1.440 -1.643
H: -6.141 2.900 -3.698
H: -4.750 1.740 -5.430
H: -2.893 0.339 -4.649
H: -2.391 0.025 -2.272
H: -3.850 1.176 -0.601
F: 0.769 3.244 4.218
C: 1.232 3.893 5.283
C: 1.557 3.103 6.387
C: 1.823 3.700 7.595
C: 1.815 5.087 7.678
C: 1.510 5.896 6.516
C: 1.197 5.277 5.321
H: 1.544 2.013 6.305
H: 2.058 3.120 8.443
H: 2.112 5.592 8.628
H: 1.494 7.004 6.666
H: 0.839 5.787 4.454
F: 2.821 -6.338 5.878
C: 2.739 -5.697 4.699
C: 1.829 -6.234 3.811
C: 1.676 -5.512 2.600
C: 2.489 -4.419 2.278
C: 3.478 -4.045 3.184
C: 3.599 -4.692 4.404
H: 1.162 -7.053 4.074
H: 0.879 -5.722 1.830
H: 2.282 -3.811 1.440
H: 4.163 -3.232 2.916
H: 4.284 -4.325 5.149
F: -1.978 -7.195 2.701
C: -2.738 -6.567 3.637
C: -2.591 -5.190 3.792
C: -3.416 -4.632 4.778
C: -4.323 -5.296 5.574
C: -4.419 -6.724 5.407
C: -3.648 -7.327 4.392
H: -2.034 -4.603 3.111
H: -3.438 -3.503 4.800
H: -4.831 -4.682 6.280
H: -5.072 -7.280 6.019
H: -3.602 -8.412 4.265
F: 3.788 -6.469 -4.895
C: 3.074 -6.062 -3.813
C: 2.433 -7.046 -3.073
C: 1.790 -6.719 -1.896
C: 1.547 -5.412 -1.593
C: 2.228 -4.456 -2.382
C: 3.026 -4.733 -3.500
H: 2.524 -8.037 -3.515
H: 1.396 -7.493 -1.288
H: 1.120 -5.084 -0.640
H: 2.049 -3.370 -2.145
H: 3.498 -3.847 -3.972
F: -1.696 4.479 4.840
C: -2.598 4.287 3.856
C: -2.298 3.558 2.788
C: -3.157 3.468 1.728
C: -4.364 4.160 1.779
C: -4.688 4.887 2.854
C: -3.844 4.903 3.979
H: -1.289 3.111 2.844
H: -2.856 2.848 0.856
H: -4.970 4.098 0.933
H: -5.593 5.499 2.896
H: -3.990 5.501 4.841
F: 2.337 2.301 -5.389
C: 3.319 2.876 -4.689
C: 4.060 3.861 -5.349
C: 5.035 4.452 -4.599
C: 5.292 4.111 -3.252
C: 4.487 3.138 -2.654
C: 3.495 2.519 -3.373
H: 3.783 4.179 -6.350
H: 5.628 5.236 -5.081
H: 6.087 4.584 -2.668
H: 4.667 2.838 -1.658
H: 2.944 1.725 -2.939
F: -3.632 0.423 1.603
C: -4.695 -0.026 2.377
C: -5.080 -1.342 2.271
C: -6.080 -1.734 3.166
C: -6.709 -0.823 3.977
C: -6.343 0.512 3.970
C: -5.257 0.918 3.222
H: -4.605 -1.941 1.546
H: -6.434 -2.791 3.130
H: -7.574 -1.186 4.595
H: -6.828 1.196 4.635
H: -4.913 1.953 3.204
O: 5.903 3.116 5.072
C: 6.664 3.156 4.132
O: 6.360 3.614 2.935
C: 5.021 4.035 2.576
C: 5.068 4.454 1.072
C: 8.167 2.946 4.270
H: 4.795 4.953 3.148
H: 4.297 3.281 2.797
H: 5.742 5.254 0.834
H: 4.064 4.705 0.815
H: 5.476 3.626 0.480
H: 8.344 2.361 5.217
H: 8.579 3.989 4.327
H: 8.575 2.448 3.408
O: -0.597 9.308 -3.588
C: 0.163 9.008 -2.720
O: 0.643 7.794 -2.632
C: 0.258 6.881 -3.659
C: 0.981 5.524 -3.409
C: 0.649 9.925 -1.527
H: 0.543 7.342 -4.642
H: -0.827 6.833 -3.616
H: 0.749 5.178 -2.444
H: 2.071 5.711 -3.470
H: 0.745 4.840 -4.229
H: -0.238 9.897 -0.881
H: 0.755 10.935 -1.897
H: 1.579 9.515 -1.077
O: -3.568 -2.039 -0.995
C: -4.635 -2.069 -1.586
O: -4.773 -2.520 -2.797
C: -3.586 -3.007 -3.438
C: -3.875 -3.177 -4.919
C: -5.852 -1.473 -0.916
H: -3.302 -3.993 -3.048
H: -2.815 -2.276 -3.202
H: -4.637 -3.961 -5.084
H: -2.981 -3.529 -5.393
H: -4.160 -2.235 -5.421
H: -6.304 -2.161 -0.254
H: -6.531 -1.045 -1.641
H: -5.387 -0.681 -0.259
O: 4.022 -0.431 3.206
C: 3.164 -0.014 3.947
O: 3.412 0.221 5.308
C: 4.829 0.085 5.681
C: 5.079 0.791 7.038
C: 1.718 0.212 3.657
H: 5.376 0.528 4.871
H: 5.070 -0.966 5.669
H: 4.582 1.791 6.904
H: 6.136 0.960 7.178
H: 4.667 0.288 7.894
H: 1.391 -0.764 3.300
H: 1.629 0.925 2.821
H: 1.168 0.497 4.528
O: -1.504 -2.275 3.632
C: -1.260 -1.359 4.395
O: -0.391 -1.462 5.365
C: 0.317 -2.716 5.530
C: 1.192 -2.539 6.828
C: -1.912 -0.049 4.254
H: 0.898 -2.913 4.615
H: -0.415 -3.486 5.629
H: 1.085 -3.521 7.407
H: 0.708 -1.779 7.511
H: 2.238 -2.371 6.693
H: -1.792 0.633 5.058
H: -3.001 -0.323 4.216
H: -1.612 0.338 3.284
O: -0.137 6.770 1.440
C: 0.060 5.676 0.995
O: -0.559 5.233 -0.106
C: -1.557 6.085 -0.732
C: -2.312 5.356 -1.834
C: 1.174 4.691 1.390
H: -1.060 6.968 -1.138
H: -2.276 6.404 -0.006
H: -2.876 6.173 -2.275
H: -2.879 4.532 -1.452
H: -1.684 4.906 -2.600
H: 0.776 3.698 1.092
H: 1.364 4.634 2.457
H: 2.028 5.050 0.834
O: 3.696 -1.764 -2.620
C: 4.751 -1.132 -2.626
O: 5.169 -0.443 -1.557
C: 4.654 -0.573 -0.245
C: 3.392 0.242 -0.069
C: 5.694 -0.899 -3.783
H: 5.479 -0.301 0.411
H: 4.527 -1.620 -0.107
H: 2.589 -0.164 -0.639
H: 3.533 1.300 -0.253
H: 3.086 0.253 0.991
H: 5.798 0.208 -3.935
H: 5.246 -1.393 -4.625
H: 6.701 -1.151 -3.618
O: -3.312 -7.994 -1.715
C: -3.407 -6.971 -2.280
O: -3.722 -5.832 -1.635
C: -4.020 -5.814 -0.227
C: -5.418 -6.409 0.005
C: -3.215 -6.739 -3.707
H: -3.966 -4.716 -0.011
H: -3.273 -6.301 0.398
H: -5.395 -7.491 -0.020
H: -6.081 -6.149 -0.860
H: -5.982 -6.046 0.860
H: -2.396 -5.998 -3.869
H: -4.025 -6.230 -4.143
H: -2.988 -7.667 -4.226
O: -0.437 -4.417 -5.008
C: 0.504 -4.147 -5.745
O: 1.186 -2.952 -5.657
C: 0.807 -2.022 -4.646
C: 0.259 -0.753 -5.333
C: 1.091 -5.071 -6.724
H: 1.774 -1.808 -4.128
H: 0.063 -2.432 -4.015
H: 0.267 0.151 -4.705
H: -0.788 -0.901 -5.614
H: 0.822 -0.541 -6.233
H: 0.207 -5.567 -7.180
H: 1.793 -5.748 -6.283
H: 1.604 -4.460 -7.429
O: -0.260 1.238 1.044
C: -0.070 0.886 -0.084
O: -0.373 -0.320 -0.542
C: -0.836 -1.372 0.347
C: -0.491 -2.686 -0.273
C: 0.424 1.833 -1.196
H: -1.899 -1.243 0.652
H: -0.356 -1.150 1.313
H: -0.916 -3.583 0.169
H: 0.610 -2.799 -0.332
H: -0.937 -2.575 -1.290
H: -0.482 2.363 -1.435
H: 0.802 1.331 -2.064
H: 1.152 2.497 -0.721

The max |F| is 3.71 eV Å⁻¹. The spin multiplicity is 1. The value obtained for the HOMO-LUMO gap is 9.29 eV. The value obtained for the LUMO energy is 0.39 eV.